#A
Molecular formula: C3H6N2
Method: DFT, ωB97M-V/def2-TZVPD

Output
**E_HOMO**: -0.35465 hartree
**HOMO-LUMO gap**: 9.2747 eV

Structure (ORCA input):
```
! RIJCOSX wB97M-V def2-TZVPD def2/J DEFGRID3
* xyz 0 1
C -0.59047 -0.94838 0.35622
C 0.39461 -0.05564 -0.24282
N -0.06691 0.69603 -1.25626
C 1.42171 0.45247 0.67897
N 2.22497 0.92165 1.36501
H -0.37693 -1.48022 1.28238
H -1.65032 0.55328 0.41999
H -1.30577 -1.39637 -0.32949
H 0.69705 -1.16345 -0.55581
H 0.57325 1.46096 -1.46117
H -1.38491 1.01786 -0.22723
*
```


#B
Molecular formula: C3H6N2
Method: DFT, ωB97M-V/def2-TZVPD

Output
**E_HOMO**: -0.31850 hartree
**HOMO-LUMO gap**: 9.7476 eV
**SMILES**: C1=NCCN1

Structure (ORCA input):
```
! RIJCOSX wB97M-V def2-TZVPD def2/J DEFGRID3
* xyz 0 1
C -0.00545 1.04957 0.15324
C -1.22830 -0.04084 -0.04164
C 0.56620 -1.19217 -0.20738
H 0.05408 1.88984 -0.58200
H 0.47787 1.37182 1.24943
H -1.79826 0.09029 -0.98848
H -1.70764 -0.18683 0.76615
H 1.30318 -2.01470 0.08891
H 1.90822 0.31626 -0.16140
N -0.64755 -1.40266 -0.03539
N 1.07764 0.11943 -0.24145
*
```


#C
Molecular formula: C3H6N2
Method: DFT, ωB97M-V/def2-TZVPD

Output
**E_HOMO**: -0.33296 hartree
**HOMO-LUMO gap**: 9.9256 eV
**SMILES**: CNCC#N

Structure (ORCA input):
```
! RIJCOSX wB97M-V def2-TZVPD def2/J DEFGRID3
* xyz 0 1
C -0.51234 0.85273 -1.22780
N -0.34491 0.40592 0.15463
C -0.16040 -0.85903 0.83864
C 1.29370 -1.06154 1.03885
N 2.44351 -0.96170 1.12123
H 0.26477 1.59308 -1.46094
H -1.47472 1.37469 -1.33275
H -0.46357 0.10254 -2.02240
H 0.18896 1.09051 0.65917
H -0.62560 -0.78353 1.83699
H -0.60940 -1.75368 0.39436
*
```


#D
Molecular formula: C3H6N2
Method: DFT, ωB97M-V/def2-TZVPD

Output
**E_HOMO**: -0.31657 hartree
**HOMO-LUMO gap**: 9.0177 eV
**SMILES**: CNCC#N

Structure (ORCA input):
```
! RIJCOSX wB97M-V def2-TZVPD def2/J DEFGRID3
* xyz 0 1
C 1.54759 -0.77993 -0.23757
N 0.23232 -0.08701 0.14288
C -0.97109 1.25235 0.12172
C -1.92688 0.19293 -0.17062
N -2.33758 -0.86788 -0.37371
H 1.31501 -1.87218 -0.16386
H 2.40485 -0.63536 0.44834
H 1.89649 -0.64890 -1.26889
H 0.08268 -0.39079 1.08652
H -1.26820 1.79421 1.07254
H -0.97519 2.04256 -0.65735
*
```


Which structure is the most stable? The one labeled #C.


#A
Molecular formula: C2H12O4
Method: DFT, ωB97M-V/def2-TZVPD

Output
**E_HOMO**: -0.37523 hartree
**HOMO-LUMO gap**: 10.8443 eV
**SMILES**: CCO.O.O.O

Structure (ORCA input):
```
! RIJCOSX wB97M-V def2-TZVPD def2/J DEFGRID3
* xyz 0 1
C 0.51608 -1.75290 -0.22200
O 0.00064 -0.45421 -0.68489
C 0.40996 -1.84540 1.32984
H 1.58717 -1.73503 -0.48422
H -0.07320 -2.52025 -0.74483
H -0.92443 -0.50281 -0.93833
H 1.36407 -1.33637 1.61848
H 0.20306 -2.88752 1.70919
H -0.38163 -1.25181 1.76814
H -1.83821 0.09383 -4.65558
H -2.08547 -1.23216 -5.03385
O -1.29797 -0.70005 -4.82713
H -0.83161 4.02852 1.63036
H 0.03759 2.99619 1.00743
O -0.81100 3.07564 1.46982
H 0.60952 2.27476 2.36289
H 1.93360 1.43066 2.31055
O 1.58182 2.31892 2.38414
*
```


#B
Molecular formula: C2H12O4
Method: DFT, ωB97M-V/def2-TZVPD

Output
**E_HOMO**: -0.39489 hartree
**HOMO-LUMO gap**: 10.9871 eV
**SMILES**: CCO.O.O.O

Structure (ORCA input):
```
! RIJCOSX wB97M-V def2-TZVPD def2/J DEFGRID3
* xyz 0 1
C 2.20408 -0.89097 -1.75254
O 1.52534 -0.52682 -0.52810
C 1.09358 -1.54353 -2.59495
H 2.67912 -0.01828 -2.20898
H 2.95313 -1.64754 -1.50639
H 1.41490 0.42617 -0.52426
H 1.37840 -2.11915 -3.47918
H 0.53752 -2.25216 -1.97277
H 0.40420 -0.75030 -2.91710
H -0.98491 0.91676 -0.53881
H -1.67505 -0.53117 -0.14434
O -1.35042 0.34406 0.12423
H -2.98947 2.49809 2.40411
H -2.11669 2.08903 1.29649
O -2.40942 2.87326 1.75493
H -1.09593 -0.05089 2.38183
H 0.03190 -0.61466 1.73616
O -0.35331 -0.60044 2.61392
*
```


Which structure is the most stable? The one labeled #B.


#A
Molecular formula: C2H12O4
Method: DFT, ωB97M-V/def2-TZVPD

Output
**E_HOMO**: -0.36450 hartree
**HOMO-LUMO gap**: 10.4773 eV
**SMILES**: C=C.O.O.O.O

Structure (ORCA input):
```
! RIJCOSX wB97M-V def2-TZVPD def2/J DEFGRID3
* xyz 0 1
C -2.25861 0.55299 1.56100
C -1.24554 1.40710 1.53902
H -3.25907 0.94209 1.70897
H -2.11821 -0.51648 1.61070
H -1.47037 2.46074 1.44772
H -0.22935 1.06923 1.38729
H -1.82332 -0.47971 -0.86224
H -0.40894 -0.75361 -1.38134
O -1.02474 -0.97794 -0.67013
H 1.39595 -2.87148 0.39811
H 0.50231 -1.67665 0.76370
O 1.42834 -1.94313 0.65711
H 3.25935 0.55025 -0.59419
H 2.19001 -0.38522 0.06629
O 2.34432 0.50426 -0.30614
H 1.18787 0.93056 -1.74911
H 0.99788 0.31734 -3.10779
O 0.53213 0.86967 -2.46895
*
```


#B
Molecular formula: C2H12O4
Method: DFT, ωB97M-V/def2-TZVPD

Output
**E_HOMO**: -0.36465 hartree
**HOMO-LUMO gap**: 10.4621 eV
**SMILES**: C=C.O.O.O.O

Structure (ORCA input):
```
! RIJCOSX wB97M-V def2-TZVPD def2/J DEFGRID3
* xyz 0 1
C 1.36909 -0.89211 -6.13735
C 2.07808 0.26014 -6.35332
H 1.77974 -1.66455 -5.70453
H 0.55893 -1.10614 -6.75948
H 3.02788 0.47738 -6.01865
H 1.60748 1.11965 -7.03602
H -1.17305 -1.47649 7.41896
H -2.36683 -2.00478 6.40759
O -1.93261 -1.37253 6.94984
H -0.89985 1.39544 1.75007
H -1.51281 0.16425 2.31034
O -0.72715 0.58927 2.32918
H 1.67660 -1.02186 1.15691
H 2.62478 -2.01125 1.75101
O 2.46396 -1.70611 0.85076
H -3.52417 3.10767 1.88815
H -2.23707 3.44560 2.82280
O -2.81300 2.69642 2.37370
*
```


#C
Molecular formula: C2H12O4
Method: DFT, ωB97M-V/def2-TZVPD

Output
**E_HOMO**: -0.38451 hartree
**HOMO-LUMO gap**: 10.9533 eV
**SMILES**: C=C.O.O.O.O

Structure (ORCA input):
```
! RIJCOSX wB97M-V def2-TZVPD def2/J DEFGRID3
* xyz 0 1
C -0.00152 -1.30797 0.63256
C 0.70881 -2.26953 0.08565
H -1.09126 -1.30196 0.69497
H 0.25053 -0.28183 0.85079
H 0.24087 -3.12339 -0.39273
H 1.78145 -2.32478 -0.07126
H 2.01495 1.20287 0.60507
H 2.31518 1.78917 -0.76499
O 1.75577 1.14211 -0.32150
H -0.57087 -0.28265 -1.64172
H -1.10879 -0.49570 -3.01359
O -0.69430 0.19130 -2.47810
H -1.68066 1.38957 -0.55830
H -0.25850 1.97847 -0.89048
O -0.89057 1.78800 -0.19088
H -0.65736 1.12781 1.89204
H -0.99341 -0.07600 2.87319
O -1.12032 0.85450 2.68929
*
```


Which structure is the most stable? The one labeled #A.


#A
Molecular formula: C6H8N2O4
Method: DFT, ωB97M-V/def2-TZVPD

Output
**E_HOMO (alpha / beta)**: -0.27206 / -0.27106 hartree
**HOMO-LUMO gap (alpha / beta)**: 6.6061 / 6.1336 eV

Structure (ORCA input):
```
! RIJCOSX wB97M-V def2-TZVPD def2/J DEFGRID3
* xyz 0 1
C -2.73568 0.70095 0.80924
C -2.70841 -0.72832 0.77457
C -1.77787 1.14665 -0.06875
C -1.82366 -1.12010 -0.17393
C 1.43403 0.16078 -0.15286
C 3.95468 0.05613 -0.05793
N 0.81821 -0.00246 0.92580
N -1.30233 0.01235 -0.75632
O -1.32303 2.34329 -0.40220
O -1.41931 -2.32864 -0.70277
O 2.61231 0.18805 -0.64664
O -0.39295 -0.04245 -1.69069
H -3.06877 1.22625 1.70313
H -3.49888 -1.31661 1.23653
H 4.59709 -0.62704 -0.63974
H 3.71404 -0.38138 0.92982
H 4.29714 1.04920 0.17804
H -0.18214 -0.38109 0.95507
H -0.59310 2.09344 -1.03097
H -0.60139 -2.04900 -1.18938
*
```


#B
Molecular formula: C6H8N2O4
Method: DFT, ωB97M-V/def2-TZVPD

Output
**E_HOMO**: -0.36976 hartree
**HOMO-LUMO gap**: 9.9717 eV

Structure (ORCA input):
```
! RIJCOSX wB97M-V def2-TZVPD def2/J DEFGRID3
* xyz 0 1
C 2.31336 -0.30473 0.56520
C 1.75148 1.42939 -0.22965
C -1.27392 0.81585 1.41746
C 3.07764 0.81301 0.08584
C -0.79618 -1.45405 0.59912
C -0.78928 0.00827 0.22124
N 1.09303 0.31591 0.36308
N -1.23984 0.40369 -1.01854
O -1.99385 1.90008 1.20336
O 2.56083 -1.37426 1.02199
O 1.26112 2.41479 -0.72364
O -0.98257 0.51718 2.54967
H 3.66208 1.27288 0.74554
H 3.73351 0.55299 -0.86521
H -0.86337 -1.45190 1.70247
H -1.72888 -2.12659 0.32106
H 0.19330 -1.87580 0.24214
H -1.94324 2.07518 0.22774
H -0.66223 1.19202 -1.36696
H -1.11149 -0.22162 -1.77656
*
```


Which structure is the most stable? The one labeled #B.


#A
Molecular formula: C20H23NO4
Method: DFT, ωB97M-V/def2-TZVPD

Output
**E_HOMO**: -0.30245 hartree
**HOMO-LUMO gap**: 7.8285 eV

Structure (ORCA input):
```
! RIJCOSX wB97M-V def2-TZVPD def2/J DEFGRID3
* xyz 0 1
O 4.90833 -0.72772 0.17536
C 4.02823 -1.28717 -0.59002
C 2.51331 -1.39900 -0.32311
C 2.20147 -1.17835 0.91894
C 0.88805 -1.06646 1.06337
C 0.05995 -1.31432 0.22313
C 0.59797 -1.43123 -1.01433
C 1.70178 -1.56030 -1.50878
H 2.05806 -1.66743 -2.52101
H -0.35542 -1.53889 -1.88662
O -1.42371 -1.58776 0.41683
C -1.99001 -1.34788 1.53500
C -2.18306 0.44100 1.87493
O -1.05482 0.79905 2.57281
H -0.43825 1.00408 1.65649
C -2.67618 1.04429 0.90980
N -3.55305 2.31736 1.28924
C -2.74663 3.28058 1.87519
C -3.93911 4.27185 2.37261
H -3.17047 5.12692 2.84699
O -4.63642 4.78117 1.26028
C -5.26245 3.61862 0.92079
C -4.49160 2.57212 0.29044
H -4.97923 1.79003 -0.03264
H -4.05338 2.94334 -0.79075
H -6.08327 4.21705 0.04257
H -5.95485 3.46298 1.52133
H -4.49284 3.76203 3.20937
H -2.08893 2.86389 2.70406
H -2.15998 3.75483 1.12644
H -2.06160 1.27507 0.13917
H -3.45943 0.36181 0.13726
H -2.93419 0.29395 2.89093
H -2.90464 -1.58760 1.49654
H -1.36230 -1.66926 2.40229
H 0.49085 -1.25333 2.36394
H 2.87872 -1.11653 1.57179
C 4.74264 -2.13537 -1.57249
C 4.07726 -3.39516 -2.17260
C 4.66584 -4.20895 -3.19285
C 5.69406 -3.41725 -3.83482
C 6.40874 -2.44560 -3.42770
C 5.83780 -1.64407 -2.54450
H 6.27931 -0.59932 -2.24166
H 7.09391 -2.03840 -4.25308
H 5.94811 -3.94397 -4.80754
H 4.15386 -4.85564 -3.51362
H 3.22754 -3.56508 -1.57978
*
```


#B
Molecular formula: C20H23NO4
Method: DFT, ωB97M-V/def2-TZVPD

Output
**E_HOMO**: -0.32520 hartree
**HOMO-LUMO gap**: 9.4271 eV
**SMILES**: COc1ccc(C(=O)OCC(=O)N[C@@H](C)CCc2ccccc2)cc1

Structure (ORCA input):
```
! RIJCOSX wB97M-V def2-TZVPD def2/J DEFGRID3
* xyz 0 1
C -6.01834 -1.63158 0.71952
H -7.01501 -1.68564 1.15418
O -5.61178 -0.29088 0.86755
C -4.39600 0.08206 0.40452
C -3.48082 -0.76872 -0.21429
C -2.26515 -0.27903 -0.65006
C -1.93879 1.06225 -0.47678
C -2.85738 1.91410 0.14177
C -4.06758 1.43194 0.57754
H -4.78878 2.07457 1.05673
H -2.59564 2.95355 0.26739
C -0.65315 1.62013 -0.93401
O -0.34287 2.78522 -0.85555
O 0.16166 0.67507 -1.45059
C 1.41357 1.10923 -1.94934
C 2.54901 1.12590 -0.92046
O 3.69851 1.26486 -1.28119
N 2.16772 0.99190 0.35729
H 1.19093 0.87898 0.57807
C 3.08732 1.07817 1.47246
C 2.81884 2.36235 2.25752
H 1.82492 2.33586 2.70053
H 2.87900 3.22190 1.59510
H 3.55142 2.48204 3.05096
C 2.96606 -0.15296 2.37343
H 3.59932 0.00524 3.24840
H 1.93348 -0.24034 2.71996
C 3.39439 -1.45433 1.68430
C 2.44022 -1.89935 0.61088
C 1.14632 -2.28652 0.93990
C 0.26266 -2.70663 -0.03689
C 0.66061 -2.74476 -1.36246
C 1.94817 -2.36666 -1.70017
C 2.83207 -1.95049 -0.72025
H 3.83398 -1.65362 -0.99348
H 2.26891 -2.40132 -2.73131
H -0.02675 -3.07461 -2.12827
H -0.73676 -3.01118 0.24041
H 0.82960 -2.26947 1.97389
H 3.45829 -2.23860 2.44421
H 4.38864 -1.31856 1.25577
H 4.08737 1.12054 1.02837
H 1.32398 2.12798 -2.34700
H 1.68583 0.42568 -2.75526
H -1.55750 -0.93635 -1.12945
H -3.70961 -1.81217 -0.36381
H -6.06742 -1.92182 -0.33443
H -5.35264 -2.31446 1.25636
*
```


Which structure is the most stable? The one labeled #B.


#A
Molecular formula: C3H9NOS
Method: DFT, ωB97M-V/def2-TZVPD

Output
**E_HOMO**: -0.31136 hartree
**HOMO-LUMO gap**: 9.1035 eV
**SMILES**: OCNCCS

Structure (ORCA input):
```
! RIJCOSX wB97M-V def2-TZVPD def2/J DEFGRID3
* xyz 0 1
C -0.62850 0.54249 0.61777
C 0.80940 0.31548 1.07582
S 1.61519 2.04517 1.43002
N -1.12288 -0.75595 0.11409
C -0.61287 -1.12743 -1.16179
O -0.45661 -0.26375 -2.27093
H -0.74921 1.33939 -0.10919
H -1.24528 0.92960 1.53685
H 0.89550 -0.39780 1.95799
H 1.36576 -0.05797 0.24776
H 1.78832 2.20701 0.19330
H -1.40869 -1.54368 0.65608
H -0.93798 -2.05469 -1.57857
H 0.44719 -1.46689 -0.85691
H 0.24065 0.28902 -1.85228
*
```


#B
Molecular formula: C3H9NOS
Method: DFT, ωB97M-V/def2-TZVPD

Output
**E_HOMO**: -0.34449 hartree
**HOMO-LUMO gap**: 10.1384 eV
**SMILES**: OCNCCS

Structure (ORCA input):
```
! RIJCOSX wB97M-V def2-TZVPD def2/J DEFGRID3
* xyz 0 1
C -0.07141 0.33418 -0.33754
C -1.52497 0.30909 -0.53174
S -1.84480 0.68489 -2.31787
N 0.31068 -0.14777 1.04797
C 1.66946 -0.48719 1.09112
O 1.65108 -1.88971 0.48159
H 0.34879 -0.31456 -1.10792
H 0.47271 1.32986 -0.46843
H -2.06967 0.95340 0.17579
H -1.83983 -0.72102 -0.37753
H -2.51868 1.80022 -2.02178
H 0.20011 0.60686 1.76806
H 2.33053 0.18417 0.49880
H 2.01308 -0.64935 2.08138
H 0.87292 -1.99308 0.01811
*
```


Which structure is the most stable? The one labeled #B.